C38H98N10O14 | ωB97M-V/def2-TZVPD

Geometry as XYZ:
```
160
Properties=species:S:1:pos:R:3:forces:R:3
C 1.4222 -1.8811 -0.0299 0.057 0.484 -0.272
O 2.4259 -1.2589 -0.3122 2.401 0.581 -0.709
N 1.0924 -2.2464 1.1750 -0.765 -0.585 2.994
N 0.5090 -2.2160 -0.9019 -1.535 0.007 -2.440
H 0.1163 -2.4830 1.2816 0.361 -0.568 0.649
H 1.7412 -2.2293 1.9488 -0.084 0.197 0.020
H -0.2917 -2.7166 -0.5435 -0.132 -0.498 -0.562
H 0.6471 -1.9498 -1.8664 -0.253 -0.045 0.150
C 3.6566 1.6495 -2.0109 0.822 -1.505 0.485
O 3.6995 2.8193 -2.2456 -0.120 3.759 -0.821
N 3.6650 1.1151 -0.8206 0.292 0.040 3.513
N 3.7501 0.7199 -2.9359 0.173 -1.664 -3.128
H 3.5792 1.7827 -0.0676 -0.249 -0.184 -0.116
H 3.3526 0.1752 -0.6224 -0.085 -0.072 -0.188
H 3.9995 1.0212 -3.8672 -0.296 -0.364 0.127
H 3.6580 -0.2580 -2.7010 0.114 0.414 -0.237
C 1.9118 -5.8548 -0.4647 0.148 -0.671 0.633
O 0.6497 -5.2509 -0.6669 1.379 0.923 0.322
C -0.4672 -6.0591 -0.4087 -1.052 0.033 -0.876
C -1.7446 -5.1594 -0.5223 2.430 -0.187 -0.062
N -1.5868 -4.0508 0.4622 -1.417 0.377 -2.483
C -2.8632 -3.3178 0.2494 0.541 1.169 2.183
C -2.9730 -2.0535 1.1190 -1.462 0.671 0.271
O -4.2645 -1.4608 0.7693 0.621 -0.987 -0.101
C -4.7422 -0.4200 1.5620 0.019 1.072 -0.118
H 1.9034 -6.4866 0.4235 -0.038 0.172 0.404
H 2.7488 -5.1619 -0.3786 -0.610 0.821 0.334
H 2.3271 -6.5235 -1.2186 -0.850 -0.297 -0.939
H -0.5138 -6.5390 0.5689 0.589 -0.032 0.244
H -0.3634 -6.7935 -1.2074 -1.009 -0.743 0.091
H -2.7081 -5.6627 -0.4416 0.123 -0.514 0.432
H -1.7462 -4.7480 -1.5317 0.113 0.332 -0.030
H -1.5959 -4.4654 1.3831 -0.040 -0.163 0.762
H -3.6596 -3.9200 0.6869 -0.519 -0.251 -0.680
H -3.0316 -3.0548 -0.7949 0.086 -0.262 0.021
H -2.2203 -1.2653 1.1015 0.467 -0.071 -0.714
H -3.0046 -2.3404 2.1701 -0.066 -0.297 0.229
H -5.7181 -0.1143 1.1848 -0.188 -0.384 -0.015
H -4.1480 0.4871 1.4518 0.546 0.214 -0.058
H -4.8113 -0.5694 2.6395 0.080 -0.675 0.104
C 2.8372 -2.0362 4.6444 -1.207 0.027 -0.310
O 3.1837 -1.9522 3.2623 1.806 -1.485 0.344
C 4.6568 -2.0726 3.0502 -0.986 2.078 0.887
C 5.0458 -2.0910 1.5979 -0.647 -1.169 -0.484
N 5.2472 -3.5012 1.1224 1.861 1.334 0.347
C 5.4518 -3.4720 -0.3324 -2.304 -1.448 -0.848
C 5.6886 -4.8147 -1.0758 1.946 0.158 0.757
O 6.5865 -4.5987 -2.2254 -1.614 -0.591 -0.080
C 7.9139 -4.3599 -1.8589 0.334 -0.490 1.348
H 3.0903 -1.1252 5.1867 0.221 0.087 0.016
H 3.1148 -2.9150 5.2265 1.022 -0.209 -0.432
H 1.7560 -2.1710 4.6742 -0.242 0.496 -0.188
H 5.1634 -2.8023 3.6819 -0.546 -0.733 -0.261
H 5.0048 -1.1334 3.4802 0.308 0.322 -0.040
H 5.8999 -1.4390 1.4146 0.447 -0.478 0.143
H 4.2606 -1.6532 0.9815 -0.367 0.297 0.197
H 4.4068 -3.9756 1.4204 -0.181 -0.373 -0.545
H 6.1615 -2.7512 -0.7385 -0.020 0.163 0.770
H 4.4593 -3.2734 -0.7369 -0.046 1.235 -0.448
H 4.7435 -5.3017 -1.3163 0.151 0.398 -1.053
H 6.1318 -5.5581 -0.4132 0.589 0.002 0.234
H 8.0413 -3.3645 -1.4333 0.180 0.149 -0.054
H 8.6862 -4.5469 -2.6051 -0.721 0.285 -0.828
H 8.2026 -5.0867 -1.0996 0.022 -0.016 0.545
C -0.1892 2.3569 -1.5775 2.028 -0.391 2.238
O -1.4872 2.1295 -1.8823 -2.769 -0.999 -0.674
C -1.9587 0.8158 -1.4790 0.346 -0.514 -1.318
C -3.3926 0.4343 -2.0154 3.046 0.357 -0.067
N -4.2619 1.5455 -1.7482 -1.982 -0.634 0.494
C -5.4905 1.3863 -2.5073 -1.034 -0.455 -0.467
C -6.7272 2.0126 -1.8903 0.842 1.975 0.476
O -7.1900 1.3071 -0.7251 0.415 -0.667 -0.930
C -8.5787 1.3836 -0.4978 0.102 1.103 -0.150
H 0.6204 1.8357 -2.0883 -0.173 -0.087 -1.360
H 0.0257 1.9078 -0.6079 -0.017 0.319 0.836
H 0.0542 3.4153 -1.4846 -0.304 0.004 -0.382
H -1.8566 0.6019 -0.4151 -0.226 0.760 0.460
H -1.2369 0.1203 -1.9074 0.047 -0.456 -0.223
H -3.6496 -0.5583 -1.6455 -0.394 0.103 0.983
H -3.2907 0.1525 -3.0634 -0.116 0.987 -0.533
H -4.6949 1.3322 -0.8611 0.847 0.313 1.188
H -5.8459 0.3560 -2.4894 0.538 -0.748 -0.754
H -5.2951 1.7636 -3.5111 -0.469 -0.169 -0.199
H -7.4429 2.2755 -2.6692 -0.693 -0.994 0.038
H -6.4300 3.0194 -1.5968 0.063 0.360 0.603
H -8.7968 2.4295 -0.2817 -0.443 0.260 -0.003
H -8.9033 0.8264 0.3809 0.483 -0.342 -0.165
H -9.1538 1.0928 -1.3769 -0.065 -0.216 -0.059
C -1.5069 -0.9657 4.6102 1.555 0.480 0.403
O -2.8177 -0.9877 5.0575 -0.807 0.063 -0.589
C -3.4843 -2.2246 5.3668 0.559 0.971 1.472
C -4.7080 -1.7479 6.2405 0.208 -0.542 -2.081
N -5.8832 -1.7421 5.3240 -1.287 0.424 1.526
C -7.0472 -1.2025 6.0963 -0.712 -0.466 -1.887
C -8.3375 -1.0480 5.2014 1.526 -0.500 0.711
O -8.0852 0.0470 4.3206 0.780 -0.872 0.583
C -9.1186 0.4288 3.4862 -1.291 -0.358 0.209
H -1.2470 -1.2111 3.5805 -0.702 -0.611 -0.270
H -0.8041 -1.4852 5.2615 -0.191 -0.794 0.137
H -1.1082 0.0439 4.7095 -0.519 0.534 0.024
H -2.7804 -2.8534 5.9121 0.010 -0.045 0.424
H -3.7496 -2.8313 4.5009 -0.415 0.368 -0.243
H -4.5297 -0.7511 6.6439 0.427 0.220 -0.164
H -4.9045 -2.3488 7.1284 -0.136 -0.533 -0.335
H -5.7717 -1.0598 4.5877 0.662 0.009 -0.266
H -6.8245 -0.1883 6.4280 0.010 -0.055 0.832
H -7.2457 -1.9720 6.8423 -0.146 0.543 0.519
H -9.2462 -0.9591 5.7968 -0.070 0.875 0.344
H -8.4957 -2.0337 4.7637 0.220 0.059 -1.102
H -8.8124 1.2501 2.8383 0.100 -0.145 0.130
H -9.9824 0.7089 4.0892 -0.207 0.652 0.192
H -9.5417 -0.3990 2.9172 0.431 -0.281 -0.571
C 2.1671 6.3827 -5.3593 0.172 1.044 0.056
O 1.2152 5.3439 -5.3390 0.855 -0.119 0.777
C 1.8119 4.0378 -5.2369 -0.178 0.381 -0.730
C 0.7325 2.9678 -4.9994 0.869 0.402 -1.374
N 1.4229 1.6641 -5.0260 -1.248 0.400 -0.215
C 0.3918 0.5792 -5.0589 2.132 -0.501 1.265
C 1.0461 -0.8134 -5.1385 0.775 0.139 0.953
O 1.7539 -1.1114 -3.8893 -2.644 2.285 -0.496
C 2.6547 -2.1040 -3.8607 1.467 -2.340 -0.080
H 2.9393 6.5107 -4.6007 -0.037 -1.371 0.991
H 1.6682 7.3355 -5.1820 -0.531 -0.038 -0.731
H 2.7994 6.4237 -6.2462 -0.461 -0.112 -0.705
H 2.6635 4.0390 -4.5565 -0.379 -0.098 0.829
H 2.3008 3.8159 -6.1855 -0.130 -0.163 -0.431
H 0.0902 2.9502 -5.8799 -0.242 0.395 -0.029
H 0.1029 3.1952 -4.1392 0.113 -0.203 0.310
H 1.9033 1.6967 -4.1381 0.285 -1.031 0.281
H -0.2766 0.6486 -5.9172 0.000 0.460 0.122
H -0.1077 0.6437 -4.0922 -0.865 -0.265 -0.159
H 1.7811 -0.8496 -5.9427 0.051 0.069 -0.207
H 0.2771 -1.5627 -5.3261 -0.065 -0.227 0.095
H 3.4222 -2.0473 -4.6326 0.200 0.210 -0.278
H 2.2454 -3.1131 -3.9076 -0.552 -0.305 -0.452
H 3.1556 -2.1725 -2.8951 0.070 0.622 0.247
C 1.7737 1.3335 1.7206 -1.324 1.791 0.183
O 2.2213 2.4673 0.9504 0.038 0.060 0.844
C 1.6751 3.7377 1.4051 -0.091 -1.578 -1.239
C 1.9325 4.7065 0.2641 1.244 1.415 1.383
N 3.2554 5.3780 0.5429 -0.674 0.067 -1.994
C 3.6777 6.1177 -0.6897 0.872 0.237 0.509
C 5.1393 6.6418 -0.5067 -2.253 -1.610 -0.395
O 4.9362 7.5304 0.5384 3.183 1.280 1.282
C 6.2191 8.1067 0.9765 -1.472 1.137 -0.326
H 2.4017 0.4446 1.6606 -0.045 0.324 -0.241
H 0.7342 1.1936 1.4239 -0.074 -0.953 -0.522
H 1.5763 1.6756 2.7365 0.820 -0.234 0.584
H 2.1561 3.9678 2.3558 -0.045 0.512 -0.053
H 0.6001 3.6218 1.5431 -0.207 -0.100 0.180
H 1.2108 5.5234 0.2663 -0.262 -0.042 0.123
H 1.8776 4.2387 -0.7188 0.207 -0.383 0.090
H 3.9361 4.6337 0.5945 0.171 -0.404 0.206
H 3.1613 7.0710 -0.8020 -0.672 -0.156 0.213
H 3.4964 5.5378 -1.5946 0.330 -0.225 -0.128
H 5.4865 7.0744 -1.4450 0.177 0.398 -0.049
H 5.8031 5.8231 -0.2287 0.267 -0.112 0.092
H 6.4593 8.9463 0.3242 0.098 0.001 -0.467
H 7.1167 7.4894 1.0128 -0.468 -0.721 0.000
H 6.0617 8.6066 1.9323 -0.149 -0.490 0.219
```
Positions in Å, forces in eV/Å.

As for the spin multiplicity: 2. The HOMO-LUMO gap (spin up / spin down) comes out at 0.0688 / 0.3302 hartree. The value obtained for the highest occupied orbital energy (spin up / spin down) is 0.330 / -6.794 eV. As for the expectation value of S²: 0.751. The charge is -1.

Atomic partial charges in e from the Mulliken method, atoms 1 to 8: C 0.92; O -0.49; N 0.94; N 0.14; H -0.29; H -0.22; H -0.20; H -0.21